This record from OMol25 describes a 6-piece molecular cluster, C4H22N3O5 overall in a non-equilibrium geometry. The level of theory is ωB97M-V/def2-TZVPD.

Computed properties:
Net charge: +1
HOMO energy: -12.76 eV
2S+1: 1
ΔE to the lowest compared entry with this formula, charge and spin: 1.5025 eV
Gap between HOMO and LUMO: 10.1 eV

```
34
C4H22N3O5 | OMol25 | ωB97M-V/def2-TZVPD
C 0.504 1.107 -2.233
C 1.599 0.110 -1.831
C 2.258 0.249 -0.474
N 1.738 -1.744 1.742
C 1.042 -0.572 1.419
N 1.141 0.219 0.451
N -0.714 0.585 -1.471
H 0.098 1.012 -3.267
H 0.844 2.129 -1.927
H 2.436 0.131 -2.568
H 1.174 -0.896 -1.995
H 2.762 1.196 -0.315
H 3.058 -0.503 -0.386
H 1.899 -1.943 2.735
H 2.619 -1.918 1.283
H 0.329 -0.377 2.238
H -0.671 0.521 -0.435
H -0.863 -0.382 -1.803
H -1.504 1.284 -1.725
H -3.141 2.483 -1.929
H -1.961 2.984 -3.007
O -2.219 2.566 -2.177
H 0.371 -2.797 -1.666
H -0.015 -3.178 -0.291
O -0.259 -2.528 -0.977
H -3.181 -0.184 1.817
H -1.780 0.601 1.407
O -2.357 -0.161 1.331
H -1.910 -1.360 3.055
H -1.513 -2.408 2.102
O -1.947 -2.320 2.960
H 0.651 2.112 2.137
H -0.250 2.101 3.367
O -0.238 1.882 2.428
```